(1)
Below is an isolated ion of composition C4H10NO and charge -2, with properties calculated with ωB97M-V with the def2-TZVPD basis set.

XYZ file:
```
16
C4H10NO | the Open Molecules 2025 dataset | ωB97M-V with the def2-TZVPD basis set
C -1.5491 1.6306 -0.3841
N -0.2779 0.8128 -0.7940
C -0.2834 -0.6060 -0.8451
C 0.3550 -1.2932 0.4324
C 1.6427 -0.5418 0.8575
O 1.3543 0.6756 1.4845
H -2.3740 1.1985 -0.9031
H -1.6853 1.6030 0.6694
H -1.5345 2.6161 -0.7143
H 0.4602 1.0066 0.0110
H -1.2622 -1.1146 -1.0495
H 0.4390 -0.9625 -1.6041
H 0.5541 -2.4639 0.3574
H -0.3585 -1.0863 1.2028
H 2.0940 -0.4283 -0.1183
H 2.4255 -1.0466 1.3976
```

Net charge: -2
Multiplicity: 2
Energy relative to the best compared isomer or geometry (same formula, charge and spin): 36.57 kcal/mol
Total energy: -288.16580 Eh

=====

(2)
Below is an isolated ion of composition C6H6NO3 and charge -1, with properties calculated with ωB97M-V with the def2-TZVPD basis set.

XYZ file:
```
16
C6H6NO3 | the Open Molecules 2025 dataset | ωB97M-V with the def2-TZVPD basis set
C -0.6138 0.3468 0.0235
C 0.1732 -0.9235 -0.1894
C -2.0962 0.1551 0.0443
C 0.1578 -1.9494 0.6099
C 0.4870 1.6633 -0.1845
C 0.9414 2.2627 0.9588
N 0.8017 -1.1210 -1.4235
O 0.7522 1.7089 -1.3765
O -1.6320 0.1135 1.2599
O -3.0722 -0.0893 -0.5504
H 0.5662 -2.9055 0.2468
H -0.1614 -1.7762 1.5471
H 1.5303 3.2248 1.1220
H 1.1298 -2.0701 -1.6593
H 0.3869 1.8278 1.8008
H 0.6492 -0.4682 -2.2293
```

Net charge: -1
Energy relative to the best compared isomer or geometry (same formula, charge and spin): 87.22 kcal/mol
Total energy: -512.64003 Eh

=====

(3)
Below is an isolated molecule of C4H3I, with properties calculated with ωB97M-V with the def2-TZVPD basis set.

XYZ file:
```
8
C4H3I | the Open Molecules 2025 dataset | ωB97M-V with the def2-TZVPD basis set
C 1.1804 0.2841 0.4802
C 0.3132 0.4918 -1.0246
C -0.1471 0.0372 1.1168
C -0.3419 -0.4484 -0.2845
I 0.6369 0.8388 -3.0171
H -0.1570 -0.6884 1.9285
H -0.7543 0.9024 1.3629
H -0.7303 -1.4175 -0.5623
```

Energy relative to the best compared isomer or geometry (same formula, charge and spin): 69.65 kcal/mol
Total energy: -451.70350 Eh